# C38H63BCaF7LiN6O11S2

A molecular structure, C38H63BCaF7LiN6O11S2 at a distorted geometry (ωB97M-V/def2-TZVPD, OMol25).

The geometry in XYZ format:
```
130
Properties=species:S:1:pos:R:3
C 5.64556 1.58755 -0.83338
C 4.56076 0.87219 -0.56234
C 3.98445 -0.12622 -1.48948
N 2.51309 -0.09977 -1.45545
C 1.91761 -1.37604 -1.05299
C 2.32996 -2.53300 -1.97681
C 1.14775 -3.27597 -2.55508
O 3.09740 -3.48440 -1.27308
C 1.85650 0.96258 -1.72045
N 2.25815 2.21000 -2.07943
C 3.30149 2.53361 -3.02804
C 2.77897 2.90649 -4.43420
C 3.93907 3.58652 -5.14167
O 4.80707 2.96721 -5.63859
O 3.96851 4.92850 -5.18932
C 1.46608 3.22437 -1.38736
C 1.13581 4.55389 -2.02650
F 0.62519 5.35965 -1.13045
F 0.09285 4.56866 -3.10748
F 2.14774 5.17925 -2.56501
C 0.33152 2.32928 -0.78302
C -1.14062 2.68675 -0.85418
C -1.64807 3.56232 0.25814
C -0.84927 4.32786 1.09309
C -1.36721 5.13863 2.09745
C -2.74839 5.20025 2.27412
C -3.58601 4.42693 1.45525
C -5.07610 4.49243 1.69077
C -3.03527 3.62335 0.46729
B 0.70159 1.76375 0.70297
O 1.95758 1.95205 1.17393
C -0.36708 1.00703 1.59905
C -0.04838 -0.49405 1.79842
N 0.41233 1.03462 -1.56720
C -0.10976 1.01786 -2.92190
C -1.46455 0.29300 -3.11172
C -2.54021 0.82763 -3.88593
C -3.73970 0.14343 -3.98952
C -3.92261 -1.08813 -3.36174
C -2.88188 -1.61760 -2.62227
C -1.68510 -0.91693 -2.49581
H 5.92270 2.40231 -0.18205
H 6.27387 1.40134 -1.69614
H 4.07516 0.94668 0.39540
H 4.35641 -0.05714 -2.51360
H 4.30286 -1.09948 -1.13976
H 2.35640 -1.59254 -0.07391
H 0.84256 -1.30428 -0.95469
H 2.94906 -2.16710 -2.80611
H 0.62337 -2.64222 -3.27265
H 0.47335 -3.62884 -1.77724
H 1.49004 -4.15310 -3.09726
H 3.72281 -3.04741 -0.67342
H 3.84920 3.40090 -2.65586
H 4.05302 1.77092 -3.16895
H 2.53674 2.02736 -5.02515
H 1.95825 3.63010 -4.39363
H 3.25631 5.31621 -4.66892
H 2.10710 3.55028 -0.52229
H -1.68175 1.74597 -0.77608
H -1.48548 3.09725 -1.81991
H 0.22887 4.33214 0.96954
H -0.73128 5.74827 2.71980
H -3.14019 5.85179 3.04075
H -5.52538 3.53797 1.42684
H -5.26411 4.69965 2.73790
H -5.53714 5.26762 1.08505
H -3.71986 3.05299 -0.15044
H 1.99558 2.58080 1.90682
H -0.38648 1.47684 2.60064
H -1.38931 1.07133 1.19836
H -0.58717 -1.09357 1.06920
H -0.36116 -0.85206 2.77471
H 1.02121 -0.65739 1.68808
H 0.60509 0.47643 -3.54141
H -0.12839 2.02718 -3.33891
H -2.46034 1.77932 -4.40540
H -4.55861 0.54670 -4.56957
H -4.84714 -1.63990 -3.43201
H -3.00477 -2.57665 -2.13871
H -0.92366 -1.37065 -1.87798
C -0.65814 -4.05790 5.93541
C 0.10764 -3.08272 5.08188
O -0.42877 -2.47055 4.17695
C 1.56456 -2.89779 5.38944
H -1.69481 -4.09629 5.60573
H -0.21992 -5.05262 5.84773
H -0.62826 -3.74280 6.97898
H 2.09457 -3.84499 5.27822
H 1.68920 -2.53535 6.41071
H 1.99372 -2.17196 4.70165
F 4.08097 -1.22795 0.72496
Li -1.79374 2.90364 2.64339
O -5.47257 0.08451 -0.73762
H -4.91419 0.47341 -0.05756
H -4.84714 -0.29438 -1.36797
C -2.26971 -5.68481 -1.47251
O -3.17583 -4.57751 -1.54124
H -2.02912 -5.98330 -2.48894
H -1.35119 -5.39886 -0.95499
H -2.73120 -6.52596 -0.95437
H -3.38301 -4.32131 -0.63752
C -4.37390 -3.79299 3.58884
C -5.27635 -2.64375 3.15243
C -5.44866 -2.56170 1.62837
C -4.15900 -2.35095 0.97088
N -3.13889 -2.18428 0.47508
H -3.35871 -3.67482 3.20437
H -4.30632 -3.83201 4.67484
H -4.76373 -4.75130 3.24136
H -4.86507 -1.70268 3.52491
H -6.26077 -2.76400 3.60520
H -6.10877 -1.73788 1.35573
H -5.88771 -3.48355 1.24309
F 3.38438 4.70986 -0.04172
N 5.81430 -6.33839 5.67998
S 6.58821 -4.94887 5.62773
O 7.43886 -4.69474 6.73738
O 5.81650 -3.86564 5.11139
F 7.57266 -5.30249 4.46761
S 4.71626 -6.44366 6.82858
O 4.30084 -7.78219 7.03873
O 3.72412 -5.42023 6.79973
F 5.54603 -6.12474 8.12366
N -1.10772 4.95654 -6.13821
H -0.71539 5.55755 -6.88936
H -1.11748 3.93927 -6.46139
H -0.51586 5.05467 -5.29749
H -2.08407 5.26820 -5.92574
Ca -1.38135 3.30866 -4.19945
```

Calculated values
Lowest unoccupied orbital energy   -10.21 eV
Total charge   +2
Gap between HOMO and LUMO   0.93 eV

# C38H65BN9Sn

A molecular structure, C38H65BN9Sn (ωB97M-V/def2-TZVPD, OMol25).

The geometry in XYZ format:
```
114
Properties=species:S:1:pos:R:3
Sn 0.92489 -0.26627 0.38468
C -2.35314 4.29341 1.41198
C -1.35214 3.53420 0.60778
C -0.74600 3.91021 -0.57343
C 0.12137 2.86729 -0.91241
N 0.04246 1.91470 0.02573
N -0.84877 2.33844 0.96052
B -0.99242 1.61649 2.31254
N -1.61988 0.21630 2.20994
N -1.02678 -0.84288 1.58588
C -1.78924 -1.92185 1.83342
C -2.87708 -1.53965 2.62030
C -2.73903 -0.18626 2.83592
C -3.63851 0.70947 3.61982
C -1.59655 -3.32758 1.30101
C -0.15939 -3.62539 0.89587
C -2.51825 -3.52894 0.08832
C -1.99135 -4.32900 2.39529
N 0.42433 1.56277 2.92916
N 1.48739 0.98843 2.28529
C 2.59365 1.37692 2.94319
C 2.22799 2.16037 4.03605
C 0.85165 2.26339 3.98920
C -0.04312 3.04550 4.89065
C 4.01858 0.99934 2.59910
C 4.36887 -0.29122 3.36483
C 4.96437 2.10720 3.08165
C 4.23772 0.86607 1.08680
C 1.01691 2.82369 -2.13071
C 0.15893 2.57494 -3.37957
C 1.72003 4.17979 -2.26429
C 2.07547 1.73023 -2.02679
H -2.66598 5.17239 0.85234
H -1.93219 4.62730 2.36070
H -3.23574 3.69311 1.63328
H -0.91879 4.82494 -1.11394
H -1.69720 2.27275 3.00839
H -3.67994 -2.16220 2.97469
H -4.54602 0.16556 3.87372
H -3.91481 1.60225 3.06089
H -3.16424 1.03146 4.54796
H 0.26441 -2.85283 0.25536
H -0.12299 -4.56415 0.34023
H 0.46454 -3.73926 1.78238
H -2.19337 -2.91804 -0.75504
H -3.54676 -3.25932 0.32790
H -2.50086 -4.57797 -0.21489
H -1.42981 -4.14959 3.31353
H -1.77856 -5.34327 2.05325
H -3.05422 -4.27699 2.62968
H 2.87748 2.62291 4.75767
H 0.55344 3.48661 5.68615
H -0.81033 2.41786 5.34372
H -0.54576 3.85042 4.35481
H 4.46490 -0.07200 4.42861
H 5.32000 -0.70478 3.02150
H 3.58960 -1.05055 3.27767
H 4.97608 2.18559 4.16823
H 4.68320 3.07594 2.66672
H 5.98170 1.88042 2.75754
H 3.47927 0.27634 0.57958
H 5.20666 0.40346 0.88856
H 4.24162 1.85439 0.62290
H -0.60388 3.34787 -3.48498
H -0.34092 1.60733 -3.32260
H 0.78721 2.59254 -4.27283
H 1.00397 4.99188 -2.38946
H 2.36957 4.17170 -3.14119
H 2.32952 4.39669 -1.38527
H 1.62713 0.73650 -2.06888
H 2.65898 1.81678 -1.10591
H 2.76242 1.80395 -2.87257
N 2.71995 -2.51304 1.20269
C 3.25046 -3.37077 0.12924
C 4.10398 -2.59756 -0.85858
N 3.35047 -1.53687 -1.52767
H 3.48824 -2.05136 1.67622
H 2.27598 -3.09854 1.90098
H 2.39923 -3.82379 -0.38816
H 3.86108 -4.18921 0.52378
H 4.55109 -3.31896 -1.55148
H 4.92983 -2.12674 -0.31920
H 2.66789 -1.93564 -2.16576
H 3.96960 -0.96440 -2.08999
C -4.10467 -0.18848 -0.51631
C -4.00085 0.45742 -1.89713
C -3.23061 1.76867 -1.81600
C -3.44697 -0.50586 -2.91912
C -4.28688 -0.99814 -3.88924
C -3.84495 -1.86834 -4.88327
C -2.50467 -2.25558 -4.92628
C -1.59554 -1.83467 -3.99004
C -0.14907 -2.24909 -4.12488
C 0.38485 -3.00788 -2.91139
C 0.74810 -1.05310 -4.45720
C -2.05026 -0.95839 -2.90861
N -1.22831 -0.60694 -1.97465
H -4.63373 0.47574 0.17037
H -3.10911 -0.37162 -0.11411
H -4.64161 -1.13659 -0.55705
H -5.01158 0.69366 -2.24058
H -2.20838 1.59892 -1.48679
H -3.71322 2.43151 -1.09556
H -3.20139 2.27841 -2.78026
H -5.32215 -0.67836 -3.88753
H -4.53407 -2.22410 -5.63683
H -2.16741 -2.90817 -5.72253
H -0.12173 -2.93541 -4.97457
H 0.48381 -2.33669 -2.05627
H 1.36655 -3.43128 -3.13961
H -0.27581 -3.82849 -2.62741
H 0.78990 -0.36205 -3.61279
H 0.37692 -0.50588 -5.32432
H 1.76274 -1.39045 -4.68019
```

Calculated values
Lowest unoccupied orbital energy (alpha / beta)   -3.65 / -2.62 eV
Total charge   +1
Gap between HOMO and LUMO (alpha / beta)   7.35 / 7.27 eV

# C38H65Br2F3N3O9

5 unconnected molecules or ions with the total composition C38H65Br2F3N3O9 at a distorted geometry (ωB97M-V/def2-TZVPD, OMol25).

The geometry in XYZ format:
```
120
Properties=species:S:1:pos:R:3
C -4.63035 2.22147 6.99534
C -4.79101 0.63757 7.05488
C -3.88306 -0.16691 6.01623
C -2.36597 0.33444 5.93441
C -2.26034 1.39282 4.72712
C -0.73834 1.56761 4.18833
N -0.65069 1.62373 2.72094
C 0.11674 2.71562 2.18624
N 1.55841 2.86241 2.15424
C 2.14937 3.03775 3.50722
O 3.52661 3.37574 3.33099
C 4.39915 2.61060 4.19210
C 5.27947 1.51883 3.38277
C 5.21081 0.07054 4.07489
N -0.57887 3.74201 1.69641
C -2.07732 3.78384 1.68066
C -2.72575 2.94146 0.49440
C -4.23887 2.52785 0.74785
F -4.67622 2.74655 2.05416
F -4.51208 1.19693 0.38423
F -5.07536 3.31339 -0.07719
C 0.10402 4.93934 1.16070
Br -0.05208 6.55955 2.31470
C 0.82317 4.97160 -0.02930
C 1.56942 6.24230 -0.61677
Br 0.94585 3.30597 -1.06921
C -0.55163 0.35358 1.98367
C -1.97991 -0.40031 1.77391
C 0.45737 -0.74885 2.52284
C 2.00224 -0.47899 2.23741
C 2.37959 -0.51853 0.66276
H -3.70056 2.59274 7.54740
H -5.51752 2.71718 7.52514
H -4.63384 2.64351 5.93500
H -5.87935 0.41300 6.77749
H -4.60652 0.29409 8.12322
H -3.91235 -1.26368 6.34985
H -4.42769 -0.14964 5.01353
H -1.64700 -0.53222 5.79637
H -2.14043 0.89703 6.89075
H -2.99644 1.16568 3.89978
H -2.59584 2.39392 5.17441
H -0.07201 0.82451 4.72046
H -0.42174 2.59943 4.58524
H 2.02687 2.13900 1.59697
H 2.00053 2.07088 4.10767
H 1.64158 3.87161 4.08561
H 3.89469 2.14026 5.09024
H 5.16474 3.35355 4.60659
H 6.36419 1.88313 3.34162
H 4.94169 1.42228 2.30270
H 4.15639 -0.06902 4.47957
H 5.92962 -0.05898 4.93871
H 5.48339 -0.70878 3.29010
H -2.43286 3.50333 2.71617
H -2.38134 4.87299 1.51196
H -2.08412 2.03321 0.26480
H -2.72932 3.57889 -0.45573
H 2.70340 6.12972 -0.51161
H 1.29854 7.20551 -0.07424
H 1.31131 6.42363 -1.71402
H -0.21154 0.60202 0.91364
H -2.02437 -0.79109 0.69987
H -2.03519 -1.23043 2.53776
H -2.77550 0.39473 1.87954
H 0.19822 -1.71870 1.96712
H 0.35983 -1.00126 3.62570
H 2.56756 -1.37245 2.68317
H 2.41860 0.43413 2.76464
H 2.39285 -1.60671 0.31211
H 1.65153 0.06321 0.01947
H 3.42253 -0.06379 0.53013
O 1.38817 0.39811 -2.32524
C 2.38463 0.25413 -2.99150
O 2.59724 -0.80941 -3.79973
C 3.91645 -0.72874 -4.36043
C 4.29570 0.73154 -4.27377
C 3.57402 1.17886 -3.01794
H 4.58358 -1.36663 -3.77505
H 3.90083 -1.08653 -5.38979
H 5.37336 0.89565 -4.24447
H 3.89660 1.27098 -5.13814
H 4.17456 1.01219 -2.12034
H 3.26020 2.22040 -3.08275
O -3.62196 -1.97226 -6.10883
C -2.91771 -1.59310 -5.21232
O -1.60355 -1.92426 -5.08018
C -1.10192 -1.39247 -3.84410
C -2.03411 -0.25677 -3.49104
C -3.35650 -0.73262 -4.05609
H -1.11187 -2.18777 -3.09339
H -0.07656 -1.04978 -3.98169
H -2.06479 -0.04210 -2.42159
H -1.72070 0.65504 -4.00887
H -3.90598 -1.35016 -3.34162
H -3.97063 0.09937 -4.39816
O 4.20973 -4.04459 -4.76380
C 3.50555 -3.93351 -5.73102
O 3.64534 -2.95400 -6.66986
C 2.57397 -3.05333 -7.62019
C 2.08286 -4.47896 -7.52171
C 2.32522 -4.80729 -6.06317
H 1.80079 -2.32771 -7.35049
H 2.94682 -2.81827 -8.61787
H 1.04412 -4.59833 -7.83214
H 2.69920 -5.12775 -8.15104
H 1.47992 -4.51682 -5.43465
H 2.56596 -5.86009 -5.92261
O -1.06747 -5.82152 -1.18976
C -1.76491 -5.72055 -2.16278
O -1.63255 -4.73491 -3.09119
C -2.68794 -4.84429 -4.05643
C -3.15521 -6.27969 -3.97515
C -2.92532 -6.61438 -2.51424
H -3.47774 -4.13463 -3.79140
H -2.30710 -4.59403 -5.04695
H -4.18748 -6.41535 -4.29998
H -2.51934 -6.91263 -4.60117
H -3.78311 -6.34387 -1.89433
H -2.66730 -7.66348 -2.37681
```

Calculated values
Lowest unoccupied orbital energy   -3.99 eV
ΔE to the lowest compared entry with this formula, charge and spin   0.0 kcal/mol
Total charge   +1
Gap between HOMO and LUMO   7.72 eV

# C38H65N7O7PZr

A molecular structure, C38H65N7O7PZr at a distorted geometry (ωB97M-V/def2-TZVPD, OMol25).

The geometry in XYZ format:
```
119
Properties=species:S:1:pos:R:3
Zr 0.74617 0.02787 0.25736
N -1.44740 2.08900 3.21297
N -1.32868 0.66857 3.19345
C -0.28329 0.14524 2.47343
O -0.34192 -1.05147 2.09234
O 0.74119 0.86488 2.23789
H -2.36676 2.30030 3.57691
H -1.41575 2.42813 2.24777
H -2.18119 0.16878 2.99225
C 0.30849 -1.05428 -4.77943
O 0.50569 -1.40849 -3.42166
C -0.48669 -1.21221 -2.55266
O -0.26003 -1.37198 -1.36574
N -1.74134 -1.03997 -3.06600
N -2.78337 -0.68281 -2.17985
H 1.25901 -1.23412 -5.27414
H 0.05533 0.00426 -4.87150
H -0.46648 -1.66938 -5.24343
H -1.81656 -0.51299 -3.91975
H -3.02103 -1.50996 -1.64540
H -2.42075 -0.01119 -1.50244
C 1.39327 3.99862 2.46035
C 2.79571 3.76296 1.87937
C 3.07745 4.78743 0.77048
C 3.85993 3.83666 2.98305
C 2.85576 2.43038 1.27721
N 2.95565 1.40137 0.77726
H 1.39654 4.91886 3.04702
H 1.08330 3.16735 3.08851
H 0.66253 4.09109 1.65573
H 3.01362 5.79692 1.17834
H 2.33314 4.68470 -0.01918
H 4.06828 4.64292 0.33591
H 3.88826 4.84518 3.39685
H 4.84858 3.59172 2.59195
H 3.61894 3.13760 3.78424
C 1.27267 -4.36403 -1.50092
C 1.49692 -4.27110 0.01533
C 0.14189 -3.91877 0.64487
C 1.94979 -5.63211 0.54119
P 2.72707 -2.80244 0.28558
N 2.20690 -1.38849 0.00007
C 4.21106 -3.12456 -0.90442
C 5.33659 -2.20870 -0.40298
C 3.79794 -2.58817 -2.28661
C 4.74151 -4.55182 -1.01231
C 3.39272 -2.99037 2.09186
C 4.05330 -1.65349 2.46489
C 2.15921 -3.13502 2.99384
C 4.35419 -4.14321 2.37071
H 0.39084 -4.97845 -1.70660
H 2.11447 -4.83075 -2.01106
H 1.10479 -3.37248 -1.91932
H -0.64049 -4.53528 0.19153
H -0.11040 -2.88071 0.47473
H 0.12038 -4.09737 1.71762
H 1.22070 -6.38941 0.23532
H 1.99971 -5.64935 1.62956
H 2.92247 -5.92520 0.14459
H 4.93542 -1.21773 -0.18257
H 6.10540 -2.10513 -1.17445
H 5.81940 -2.61200 0.48758
H 3.15350 -1.71559 -2.15911
H 3.26652 -3.32814 -2.88311
H 4.68413 -2.28645 -2.85336
H 4.99813 -4.95963 -0.03273
H 5.64949 -4.55259 -1.62439
H 4.02729 -5.22206 -1.48880
H 3.45704 -0.82472 2.08375
H 5.06442 -1.56502 2.07096
H 4.11271 -1.56313 3.55376
H 1.37310 -2.44276 2.69685
H 2.42971 -2.90246 4.02833
H 1.76709 -4.15247 2.98580
H 5.30668 -4.01990 1.85318
H 3.92862 -5.10639 2.08781
H 4.56196 -4.17395 3.44489
C -8.68782 1.15683 -0.80124
C -7.50852 0.86015 0.08950
C -7.71670 0.17620 1.28344
C -6.63221 -0.16515 2.07906
C -5.36586 0.24964 1.72584
C -5.13429 1.00360 0.56220
N -3.84567 1.41494 0.28549
C -3.37722 2.70534 -0.06594
C -4.22966 3.77481 -0.21213
C -3.77770 5.06576 -0.53216
C -2.40830 5.27640 -0.63692
C -1.51290 4.24284 -0.47096
C -1.93579 2.88249 -0.21925
C -0.99158 1.88982 -0.07624
O 0.37690 2.17139 -0.25425
O -1.17009 0.55971 0.22595
C -6.22192 1.23757 -0.30238
C -5.99688 1.77790 -1.69031
H -9.61963 0.93565 -0.28190
H -8.65363 0.55431 -1.71267
H -8.69592 2.20570 -1.10280
H -8.72095 -0.11183 1.57143
H -6.77858 -0.73660 2.98784
H -4.52114 -0.00355 2.35389
H -3.11395 0.83569 0.67218
H -5.28840 3.62119 -0.04213
H -4.48485 5.87525 -0.66259
H -2.02820 6.27499 -0.83104
H -0.44634 4.43589 -0.49564
H -4.93462 1.86678 -1.90170
H -6.46043 2.75605 -1.84084
H -6.43763 1.09183 -2.41871
C -0.49087 2.38919 -3.19052
O -0.04134 1.25782 -2.45028
C 0.99564 1.42344 -1.52020
C 2.05573 2.37591 -2.03875
H -1.45968 2.12131 -3.61558
H 0.21072 2.62854 -3.99776
H -0.63835 3.26114 -2.55491
H 1.72201 3.41700 -1.99874
H 2.28323 2.11637 -3.07523
H 2.97288 2.27708 -1.46439
```

Calculated values
Lowest unoccupied orbital energy   2.39 eV
ΔE to the lowest compared entry with this formula, charge and spin   81.6 kcal/mol
Total charge   -1
Gap between HOMO and LUMO   3.93 eV